--- one ---
ORCA calculation (ωB97M-V/def2-TZVPD) on one molecule with the formula C4H5NS.

Positions of all 11 atoms, in Å:
S (-1.99, 0.14, -0.28)
N (1.12, -0.51, -0.82)
C (-0.70, -0.84, 0.70)
C (-0.52, 0.86, 0.33)
C (0.43, -1.28, -0.10)
C (0.74, 0.87, -0.55)
H (-1.01, -1.05, 1.79)
H (1.70, 1.46, -0.26)
H (0.47, -2.34, -0.37)
H (0.39, 1.19, -1.60)
H (-0.62, 1.49, 1.17)

For the molecular weight, the calculation gives 99.16 g/mol. As for the total charge: 0. As for the LUMO energy: 0.46 eV. Its SMILES is C1=NC[C@H]2S[C@@H]12. The calculation puts the HOMO-LUMO gap at 9.6 eV. The highest occupied orbital energy is -9.09 eV.



--- two ---
ORCA calculation (ωB97M-V/def2-TZVPD) on a 2-piece molecular cluster, C4H5NS overall.

Positions of all 11 atoms, in Å:
S (1.06, 1.84, -0.82)
N (0.21, 1.12, 0.28)
C (0.19, -1.22, 0.33)
C (0.12, -1.50, -0.88)
C (-0.22, -2.37, -1.85)
C (0.00, 1.73, 1.52)
H (-1.32, -2.64, -1.73)
H (0.31, 2.79, 1.60)
H (-1.17, 1.95, 1.57)
H (0.53, -2.77, -2.45)
H (0.28, 1.08, 2.42)

For the molecular weight, the calculation gives 99.16 g/mol. As for the total charge: 0. As for the LUMO energy: -1.47 eV. The calculation puts the HOMO-LUMO gap at 7.0 eV. The highest occupied orbital energy is -8.52 eV.



--- three ---
ORCA calculation (ωB97M-V/def2-TZVPD) on one molecule with the formula C4H5NS.

Positions of all 11 atoms, in Å:
S (2.93, 0.38, -0.04)
N (-3.05, 0.23, 0.15)
C (-1.86, 0.27, -0.03)
C (-0.55, 0.46, 0.05)
C (1.63, -0.74, 0.12)
C (0.29, -0.76, 0.03)
H (2.22, -1.60, 0.37)
H (-0.09, -1.75, -0.08)
H (-0.32, 1.44, -0.25)
H (2.54, 1.64, 0.20)
H (-3.74, 0.45, -0.53)

For the molecular weight, the calculation gives 99.16 g/mol. As for the total charge: 0. As for the LUMO energy: 0.77 eV. Its SMILES is N=C=C/C=C\S. The calculation puts the HOMO-LUMO gap at 8.5 eV. The highest occupied orbital energy is -7.70 eV.



Relative to the most stable one, in hartree, the structures come out at one 0.0000; two 0.1952; three 0.0143.



--- one ---
ORCA calculation (ωB97M-V/def2-TZVPD) on one molecule with the formula C4H5NS.

Positions of all 11 atoms, in Å:
S (3.30, -0.44, 0.02)
N (3.75, 0.97, -0.16)
C (0.27, 1.36, 0.07)
C (-0.80, -0.67, -0.08)
C (0.42, -0.03, 0.12)
C (1.56, -0.86, 0.03)
H (-0.67, 1.64, -0.11)
H (-0.87, -1.63, -0.65)
H (-1.73, -0.17, -0.02)
H (1.08, 2.11, 0.04)
H (1.52, -1.91, 0.40)

For the molecular weight, the calculation gives 99.16 g/mol. As for the total charge: 0. As for the LUMO energy (spin up / spin down): -1.21 / -2.19 eV. The calculation puts the HOMO-LUMO gap (spin up / spin down) at 7.5 / 5.8 eV. The highest occupied orbital energy (spin up / spin down) is -8.70 / -7.95 eV.



--- two ---
ORCA calculation (ωB97M-V/def2-TZVPD) on one molecule with the formula C4H5NS.

Positions of all 11 atoms, in Å:
S (-1.09, -1.77, 1.84)
N (2.81, -0.07, -0.49)
C (-1.51, -0.64, 0.55)
C (1.66, 0.33, -0.49)
C (-0.91, 0.19, -0.33)
C (0.41, 0.66, -0.71)
H (-2.59, -0.68, 0.50)
H (0.24, -1.74, 1.72)
H (0.36, 1.50, -1.39)
H (-1.65, 0.68, -0.95)
H (3.50, 0.25, 0.18)

For the molecular weight, the calculation gives 99.16 g/mol. As for the total charge: 0. As for the LUMO energy: 0.73 eV. Its SMILES is N=C=C/C=C\S. The calculation puts the HOMO-LUMO gap at 8.6 eV. The highest occupied orbital energy is -7.87 eV.



Relative to the most stable one, in hartree, the structures come out at one 0.1551; two 0.0000.



--- one ---
ORCA calculation (ωB97M-V/def2-TZVPD) on one molecule with the formula C7H12N2O2.

Positions of all 23 atoms, in Å:
O (-1.80, -2.12, -0.74)
O (-1.98, -1.37, 1.71)
N (-1.65, 0.01, -2.14)
N (-0.41, 0.20, -2.20)
C (-1.26, -0.43, 0.96)
C (-1.37, -0.77, -0.72)
C (0.25, -0.58, 1.15)
C (0.93, 0.00, -0.05)
C (0.05, -0.53, -1.18)
C (0.33, 0.94, -3.23)
C (0.44, 0.32, 2.42)
H (0.60, 0.24, -3.96)
H (-1.87, -2.19, 1.33)
H (0.91, 1.03, -0.03)
H (-0.50, 0.18, 2.84)
H (1.35, 1.19, -2.78)
H (0.47, -1.60, 1.38)
H (-2.72, -1.99, -0.62)
H (-0.40, 1.72, -3.38)
H (1.24, -0.02, 3.11)
H (0.77, 1.35, 2.12)
H (2.06, -0.28, -0.16)
H (-1.64, 0.54, 1.16)

For the molecular weight, the calculation gives 156.19 g/mol. As for the total charge: 0. As for the LUMO energy (spin up / spin down): 0.71 / 0.70 eV. The calculation puts the HOMO-LUMO gap (spin up / spin down) at 8.2 / 8.2 eV. The highest occupied orbital energy (spin up / spin down) is -7.45 / -7.45 eV.



--- two ---
ORCA calculation (ωB97M-V/def2-TZVPD) on one molecule with the formula C7H12N2O2.

Positions of all 23 atoms, in Å:
O (3.29, 0.52, 0.44)
O (1.81, -1.26, -0.22)
N (-0.78, -1.02, -0.20)
N (1.93, 0.98, 0.10)
C (1.41, -0.10, -0.44)
C (-0.92, 1.29, -0.88)
C (-1.71, 0.59, 1.38)
C (-0.02, -0.03, -0.99)
C (-2.09, 0.81, -0.13)
C (-2.15, -0.72, -0.58)
C (-0.80, -0.69, 1.30)
H (-1.18, 1.52, 1.85)
H (-1.15, 1.60, -1.93)
H (0.25, -0.77, 1.73)
H (-0.24, -1.83, -0.61)
H (-1.36, -1.51, 1.79)
H (3.33, -0.51, 0.49)
H (-3.08, 1.40, -0.26)
H (-2.19, -0.94, -1.71)
H (-0.26, 1.96, -0.36)
H (-2.83, -1.41, -0.01)
H (0.05, -0.55, -1.90)
H (-2.62, 0.35, 2.03)

For the molecular weight, the calculation gives 156.18 g/mol. As for the total charge: 0. As for the LUMO energy: 0.13 eV. Its SMILES is [O-]/C(=N\O)[C@@H]1C[C@@H]2CC[N@H+]1C2. The calculation puts the HOMO-LUMO gap at 7.4 eV. The highest occupied orbital energy is -7.26 eV.



Relative to the most stable one, in hartree, the structures come out at one 0.0686; two 0.0000.



--- one ---
ORCA calculation (ωB97M-V/def2-TZVPD) on C3H10N5 as an isolated structure.

Positions of all 18 atoms, in Å:
N (0.49, -0.87, 0.64)
N (-0.03, 1.16, -0.19)
N (-0.82, -0.67, 0.36)
N (-1.15, 0.49, -0.13)
N (-2.18, -2.80, 0.18)
C (1.05, 0.25, 0.28)
C (2.45, 0.66, 0.25)
C (0.10, 2.49, -0.67)
H (-1.48, -1.80, 0.26)
H (-1.56, -3.56, 0.48)
H (-2.55, -3.04, -0.81)
H (2.97, -0.17, 0.67)
H (2.57, 1.62, 0.84)
H (-3.01, -2.87, 0.85)
H (2.82, 0.77, -0.90)
H (0.53, 3.04, 0.09)
H (0.65, 2.53, -1.53)
H (-0.86, 2.76, -0.67)

For the molecular weight, the calculation gives 116.15 g/mol. As for the total charge: +1. As for the LUMO energy: -2.84 eV. The calculation puts the HOMO-LUMO gap at 11.6 eV. The highest occupied orbital energy is -14.47 eV.



--- two ---
ORCA calculation (ωB97M-V/def2-TZVPD) on an isolated ion of composition C3H10N5 and charge +1.

Positions of all 18 atoms, in Å:
N (1.67, 0.48, 0.48)
N (1.03, 0.64, -0.74)
N (-0.50, -0.05, 0.74)
N (1.36, 1.07, -1.83)
N (0.78, -0.15, 1.36)
C (-0.26, -0.14, -0.66)
C (-0.16, -1.61, -1.11)
C (-1.25, 1.05, 1.41)
H (-0.63, 1.90, 1.25)
H (-0.13, -1.53, -2.23)
H (2.29, 1.13, 0.95)
H (0.88, -1.17, 1.52)
H (0.92, -1.96, -0.84)
H (-1.03, -2.17, -0.82)
H (-2.34, 1.24, 1.00)
H (-1.37, 0.84, 2.37)
H (-1.06, 0.55, -1.09)
H (2.30, 1.46, -1.76)

For the molecular weight, the calculation gives 116.15 g/mol. As for the total charge: +1. As for the LUMO energy (spin up / spin down): -5.34 / -5.34 eV. Its SMILES is [H]/N=[N+]1\NNN(C)[C@@H]1C. The calculation puts the HOMO-LUMO gap (spin up / spin down) at 8.6 / 8.6 eV. The highest occupied orbital energy (spin up / spin down) is -13.89 / -13.89 eV.



Relative to the most stable one, in hartree, the structures come out at one 0.0000; two 0.1486.